DFT (ωB97M-V/def2-TZVPD) results for C26H22BrClFeN4O2S as an isolated structure.

As for the calculated total energy: -165151.3737 eV. The value obtained for the energy above the lowest of the compared OMol25 structures with the same formula, charge and spin is 70.3 kcal per mole. As for the HOMO-LUMO gap (spin up / spin down): 5.7807 / 3.8289 eV. The total charge is +1. As for the spin multiplicity: 6. The value obtained for the HOMO energy (spin up / spin down) is -9.411 / -9.768 eV.

Positions of all 58 atoms, in Å:
Fe  -2.3538  3.3868  1.2198
C  3.8592  1.7299  -3.3079
O  2.8937  0.9000  -2.4481
C  3.1477  -0.4217  -2.3865
C  4.2355  -1.0748  -2.9680
C  4.2854  -2.5452  -3.1286
Br  5.6392  -3.3453  -4.2424
C  3.3469  -3.3379  -2.4669
C  2.2249  -2.7027  -1.7190
C  2.0630  -1.2548  -1.6597
O  1.2363  -0.6534  -0.9255
C  1.2432  -3.4819  -1.1296
N  0.0636  -3.0119  -0.5741
C  -0.7290  -4.0436  -0.1245
C  -1.8633  -4.1277  0.6748
C  -2.0445  -5.2658  1.4339
C  -1.3858  -6.4574  1.0977
C  -0.2649  -6.4891  0.2774
C  0.0169  -5.2544  -0.3713
N  1.2509  -4.8487  -1.0171
H  4.7787  1.7784  -2.7734
H  3.3127  2.6875  -3.3417
H  3.9855  1.2238  -4.2308
H  5.1399  -0.6264  -3.5097
H  3.5967  -4.3933  -2.4296
H  0.1180  -2.0041  -0.2685
H  -2.7218  -3.5189  0.5065
H  -2.6068  -5.1637  2.4071
H  -1.7498  -7.4317  1.4946
H  0.4308  -7.3433  0.3596
H  1.6842  -5.5055  -1.6215
Cl  -2.4038  -2.7007  3.2393
C  -2.4147  -0.9334  3.4139
C  -3.5892  -0.2092  3.7595
C  -3.6352  1.1497  3.7495
C  -2.4069  1.8267  3.3830
C  -2.4666  3.2861  3.2040
C  -1.2227  1.1205  2.9786
C  -1.2448  -0.2643  3.0456
H  -4.4095  -0.8211  4.1782
H  -4.6008  1.6890  3.8770
H  -1.7420  3.8619  3.8333
H  -3.4566  3.5764  3.5445
H  -0.4391  1.7668  2.5964
H  -0.3219  -0.8858  2.7879
C  -0.7834  6.7194  0.7327
C  -0.7543  5.7004  -0.3855
C  -0.0401  5.9247  -1.5864
C  -0.1063  4.9824  -2.6044
N  -0.6697  3.7579  -2.3383
C  -1.2589  3.5466  -1.1797
S  -2.2058  2.1928  -0.6642
N  -1.3110  4.4354  -0.1558
H  0.1655  7.3239  0.8262
H  -0.9904  6.2047  1.6906
H  -1.4906  7.5444  0.5821
H  0.6141  6.8423  -1.7214
H  0.3513  4.9594  -3.6137

Atoms 1-3, force components in eV/Å:
-0.1683 0.3562 0.8551
-2.3915 -0.4311 1.9986
1.5040 -0.9367 -0.7089